{"formula": "C30H49N7O11", "method": "ωB97M-V with the def2-TZVPD basis set", "elements": ["C", "C", "C", "C", "C", "C", "N", "O", "C", "C", "C", "H", "H", "H", "H", "H", "H", "H", "H", "H", "H", "H", "H", "H", "H", "H", "H", "H", "H", "N", "O", "O", "O", "C", "C", "C", "C", "C", "C", "N", "O", "O", "H", "H", "H", "H", "H", "C", "C", "C", "C", "C", "C", "N", "O", "O", "H", "H", "H", "H", "H", "C", "O", "N", "C", "C", "H", "H", "H", "H", "H", "H", "H", "C", "O", "N", "C", "C", "H", "H", "H", "H", "H", "H", "H", "C", "O", "N", "C", "C", "H", "H", "H", "H", "H", "H", "H"], "xyz": [[50.860000, 33.272000, 43.055000], [49.671000, 32.714000, 43.955000], [49.821000, 31.185000, 44.244000], [50.771000, 30.861000, 45.458000], [50.302000, 31.489000, 46.689000], [50.360000, 32.986000, 46.521000], [49.551000, 33.410000, 45.255000], [48.729000, 34.388000, 45.462000], [51.862000, 33.666000, 46.281000], [49.877000, 33.571000, 47.929000], [48.324000, 33.047000, 43.155000], [50.971000, 34.339000, 43.197000], [50.982000, 32.927000, 42.058000], [51.793000, 33.073000, 43.620000], [50.239000, 30.739000, 43.218000], [48.822000, 30.826000, 44.562000], [51.942000, 31.075000, 45.037000], [50.833000, 29.792000, 45.547000], [50.694000, 31.023000, 47.580000], [49.230000, 31.163000, 46.602000], [52.415000, 33.354000, 47.254000], [51.845000, 34.778000, 46.057000], [52.361000, 33.399000, 45.607000], [49.689000, 34.810000, 47.673000], [50.578000, 33.715000, 48.593000], [48.940000, 33.316000, 48.328000], [48.276000, 34.149000, 43.090000], [47.524000, 32.504000, 43.436000], [48.472000, 32.569000, 42.209000], [48.929000, 29.801000, 49.430000], [48.276000, 30.582000, 50.154000], [50.193000, 29.666000, 49.545000], [48.333000, 29.394000, 48.499000], [48.997000, 33.013000, 52.530000], [47.666000, 32.853000, 53.161000], [47.393000, 33.825000, 54.361000], [48.363000, 34.948000, 54.750000], [49.804000, 34.866000, 54.027000], [50.025000, 33.943000, 52.901000], [47.949000, 36.132000, 55.536000], [46.986000, 36.005000, 56.383000], [48.595000, 37.134000, 55.374000], [49.525000, 32.184000, 51.841000], [46.823000, 32.194000, 52.936000], [46.394000, 33.996000, 54.705000], [50.649000, 35.668000, 54.359000], [51.051000, 33.566000, 52.422000], [49.242000, 25.799000, 51.942000], [48.089000, 24.912000, 52.492000], [46.763000, 24.656000, 51.545000], [46.810000, 25.545000, 50.248000], [48.011000, 26.260000, 49.682000], [49.200000, 26.355000, 50.652000], [45.584000, 25.451000, 49.378000], [44.357000, 25.402000, 49.836000], [45.897000, 25.526000, 48.169000], [50.173000, 25.858000, 52.505000], [48.104000, 24.365000, 53.481000], [45.954000, 24.086000, 51.812000], [48.208000, 26.810000, 48.747000], [49.890000, 27.022000, 50.281000], [46.397000, 31.578000, 47.167000], [46.719000, 31.047000, 46.102000], [45.608000, 32.655000, 47.374000], [45.113000, 33.039000, 48.706000], [45.129000, 33.473000, 46.207000], [46.982000, 30.995000, 48.020000], [45.551000, 32.488000, 49.606000], [44.015000, 32.952000, 48.753000], [45.245000, 34.215000, 48.978000], [46.026000, 33.926000, 45.934000], [44.141000, 34.082000, 46.378000], [44.906000, 33.064000, 45.301000], [45.428000, 28.742000, 43.828000], [44.464000, 28.517000, 42.997000], [46.003000, 27.704000, 44.449000], [46.981000, 28.013000, 45.435000], [45.153000, 26.455000, 44.634000], [45.959000, 29.646000, 43.977000], [47.130000, 27.015000, 46.048000], [46.660000, 28.524000, 46.183000], [47.930000, 28.542000, 45.195000], [45.728000, 25.480000, 44.633000], [44.257000, 26.334000, 43.941000], [44.631000, 26.509000, 45.484000], [45.696000, 28.673000, 51.741000], [45.558000, 28.565000, 52.928000], [44.498000, 28.629000, 51.037000], [44.580000, 28.754000, 49.593000], [43.231000, 28.409000, 51.588000], [46.639000, 29.064000, 51.167000], [45.365000, 28.280000, 49.208000], [44.314000, 29.822000, 49.206000], [43.807000, 28.198000, 49.067000], [42.479000, 28.942000, 51.133000], [43.094000, 28.663000, 52.639000], [43.017000, 27.527000, 51.334000]], "forces_ev_per_a": [[1.3, 0.6, 4.1], [-1.5, -0.1, -2.2], [1.1, -0.3, -0.5], [3.8, -0.6, -4.4], [-1.4, -0.5, -1.7], [1.5, 1.6, 2.2], [-3.1, 4.6, 3.6], [4.1, -5.1, -1.8], [-7.6, 3.7, 11.0], [-3.4, 5.2, -6.9], [4.3, 1.3, -0.4], [-0.9, 0.7, -0.9], [-0.6, -0.4, -0.7], [-0.2, -0.9, -0.5], [-1.2, 0.7, 2.4], [0.3, -0.1, -0.7], [-2.9, -0.1, 1.5], [-0.3, -0.6, 0.1], [0.3, 0.5, 0.6], [0.4, 0.6, 1.1], [-0.9, 1.0, -1.6], [-0.6, -1.0, 1.2], [7.0, -5.2, -10.2], [0.3, -3.1, 0.7], [4.1, -0.4, 3.4], [-1.1, -1.2, 0.3], [-0.6, -0.8, -0.2], [-3.0, -1.1, 2.2], [0.6, 0.3, -1.1], [2.2, 3.5, 1.9], [0.6, 0.4, 2.0], [-1.1, -0.4, 0.3], [-1.6, -3.4, -4.5], [-0.3, -2.4, 0.4], [2.6, 4.1, 2.9], [3.4, 2.0, -2.9], [1.6, -4.3, -4.4], [-1.4, 1.2, 0.3], [-0.5, -0.5, 2.4], [-1.6, -1.6, 2.2], [2.6, 0.2, -2.8], [-0.1, 0.2, 0.0], [-2.4, 1.7, 1.1], [0.8, -0.1, -0.3], [-0.4, -0.5, 0.4], [-2.3, -2.2, -0.8], [-2.1, 1.9, 1.4], [-3.3, -2.6, 0.1], [-1.9, 0.6, -4.3], [8.0, 6.5, -1.2], [1.5, -1.7, 1.8], [0.3, -1.7, 5.2], [-5.2, -1.7, -0.7], [-1.6, 0.6, -0.9], [5.0, 0.0, -1.5], [-1.7, -0.3, 2.1], [-0.5, 0.2, 0.2], [0.2, 0.9, -1.4], [-1.8, -1.1, 0.6], [-1.1, -0.5, 0.5], [2.0, 1.1, -0.5], [2.0, -2.2, 1.7], [-0.6, 1.4, -1.1], [-1.0, -0.3, -0.1], [0.0, 2.2, 1.6], [-1.4, 0.9, 2.9], [-1.8, 1.8, -0.3], [-0.3, 0.4, -1.7], [0.4, -0.4, -0.1], [0.2, -2.6, -1.0], [1.1, 2.4, -0.3], [2.5, -0.7, 0.5], [-0.8, -2.9, -2.0], [-3.5, -3.3, -4.1], [2.8, 2.0, 2.8], [-1.4, -0.9, -0.3], [3.0, -5.4, -0.7], [1.3, -0.9, -3.7], [0.2, 1.5, 0.1], [0.6, 1.6, -1.6], [-2.7, 3.9, 4.5], [-0.5, -0.9, -0.7], [-0.2, 1.4, -0.1], [1.9, 0.7, 0.0], [-1.4, 0.4, 4.0], [-2.1, 1.5, -0.9], [1.7, -0.4, 1.9], [3.5, 1.2, -2.7], [-4.7, 2.8, 0.5], [1.4, 4.9, 3.1], [-1.4, -1.1, 0.7], [4.0, -0.9, -1.4], [1.2, -1.4, 0.6], [-0.7, -0.4, 0.5], [-1.4, 2.0, -1.6], [0.7, -0.5, 0.0], [-2.1, -7.6, -0.9]], "lowdin_charge": [0.014, -0.398, -0.094, -0.195, -0.162, -0.309, 0.076, 0.158, 0.055, 0.021, 0.019, 0.087, 0.089, 0.074, 0.177, 0.100, 0.177, 0.108, 0.126, 0.127, 0.150, 0.125, -0.092, 0.158, 0.012, 0.063, 0.104, 0.038, 0.088, -0.629, -0.087, -0.078, -0.043, -0.118, -0.007, 0.046, -0.076, 0.012, -0.138, -0.365, 0.015, 0.073, 0.123, 0.083, 0.070, 0.132, 0.133, -0.072, 0.025, 0.095, -0.101, 0.052, -0.064, -0.302, 0.012, 0.019, 0.085, 0.081, 0.037, 0.089, 0.046, -0.330, -0.046, -0.159, -0.082, -0.017, 0.145, 0.101, 0.072, 0.125, 0.045, 0.139, 0.038, -0.276, -0.076, -0.147, -0.080, -0.014, 0.102, 0.130, -0.014, 0.097, 0.108, 0.106, 0.023, -0.305, 0.003, -0.176, -0.067, -0.054, 0.150, 0.016, 0.116, 0.083, 0.072, 0.113, 0.017], "lumo_ev": -4.35, "total_energy_ha": -2382.393186, "homo_energy_ev": -8.29}

***

{"formula": "C4H12N2O", "method": "ωB97M-V with the def2-TZVPD basis set", "elements": ["N", "C", "C", "N", "C", "C", "O", "H", "H", "H", "H", "H", "H", "H", "H", "H", "H", "H", "H"], "xyz": [[-2.176548, 1.856078, 1.073249], [-0.841185, 1.774764, 0.473236], [-0.069789, 0.464934, 0.769792], [-0.458352, -0.632372, -0.101872], [0.331823, -0.974875, -1.259342], [1.537831, -1.865855, -0.895126], [2.674232, -1.143967, -0.485572], [-2.588570, 0.936380, 1.179861], [-2.137028, 2.298640, 1.986275], [-0.240191, 2.639447, 0.764002], [-0.962101, 1.928589, -0.609910], [0.990127, 0.707920, 0.685566], [-0.383810, 0.234520, 1.765306], [-1.456681, -0.590813, -0.230415], [-0.315151, -1.642201, -1.828256], [0.668176, -0.141641, -1.895510], [1.130234, -2.499870, -0.101526], [1.772267, -2.588429, -1.679593], [2.524717, -0.761248, 0.389835]], "forces_ev_per_a": [[0.2, 0.2, 0.2], [0.0, 0.3, -0.7], [-0.6, 1.1, -1.2], [0.3, 0.2, 0.9], [0.1, -0.8, -0.3], [-1.3, 0.0, 0.6], [0.5, 0.0, 0.0], [0.0, 0.1, 0.1], [-0.1, -0.3, -0.1], [-0.2, 0.0, 0.4], [0.1, -0.4, 0.1], [0.1, -0.4, 0.2], [0.4, -0.4, 1.0], [0.0, -0.2, -0.5], [0.0, 0.2, -0.4], [-0.2, 0.0, 0.1], [0.3, 0.0, 0.3], [0.5, 0.6, -0.3], [-0.1, -0.3, -0.3]], "nbo_charge": [-0.841, -0.237, -0.237, -0.648, -0.244, -0.075, -0.720, 0.346, 0.359, 0.191, 0.182, 0.189, 0.187, 0.361, 0.201, 0.175, 0.165, 0.179, 0.467], "lumo_ev": 0.96, "smiles": "NCCNCCO", "total_energy_ha": -344.312729, "homo_energy_ev": -8.57}

***

no.,largest force on an atom (eV/Å)
1,13.859
2,1.757